ORCA calculation (ωB97M-V with the def2-TZVPD basis set) on a molecular structure, C9H15Cl2GaIrO3P in a non-equilibrium geometry.

## Properties
* electronic energy: -3866.5758 Eh
* charge: +4
* molecular weight: 535.04 Da
* HOMO energy (alpha / beta): -19.212 / -23.865 eV
* 2S+1: 5
* relative energy (zero: lowest compared OMol25 entry of this formula, charge and spin): 24.90 kcal/mol
* <S²>: 6.016

```
32
Properties=species:S:1:pos:R:3:nbo_charge:R:1
Ga -0.432 -1.264 -6.632 1.07
Ir -0.729 -1.431 -0.388 0.71
Cl -0.741 0.008 -4.958 -0.23
Cl -0.001 -1.701 -2.481 -0.02
C -1.742 -2.312 0.886 0.55
C -0.827 -0.534 -8.602 0.50
C 0.181 -2.866 -7.436 0.30
O -2.336 -2.870 1.733 -0.22
O -1.015 -0.225 -9.703 -0.22
O 0.534 -3.821 -8.016 -0.22
C -2.280 1.226 2.225 -0.64
C -1.048 1.409 1.362 -0.72
P 0.011 -0.076 1.163 1.26
C 1.561 0.572 0.443 -0.72
C 2.438 1.491 1.278 -0.61
C 0.319 -0.641 2.901 -0.66
C 0.864 0.344 3.939 -0.59
H -3.064 0.692 1.688 0.24
H -2.697 2.209 2.498 0.31
H -2.085 0.693 3.155 0.23
H -1.324 1.674 0.337 0.29
H -0.409 2.222 1.740 0.30
H 2.105 -0.325 0.126 0.27
H 1.242 1.071 -0.481 0.31
H 2.928 0.968 2.107 0.27
H 3.234 1.899 0.644 0.34
H 1.889 2.354 1.666 0.25
H -0.619 -1.069 3.269 0.34
H 1.019 -1.475 2.797 0.31
H 0.257 1.243 4.056 0.28
H 0.870 -0.124 4.928 0.41
H 1.895 0.661 3.753 0.30
```